{
  "formula": "C16H27CoN2",
  "method": "wB97M-V/def2-TZVPD",
  "species": ["H", "N", "H", "C", "C", "C", "H", "H", "C", "Co", "C", "H", "C", "H", "C", "H", "H", "H", "C", "N", "H", "C", "C", "H", "H", "C", "C", "H", "H", "H", "H", "H", "H", "C", "H", "H", "H", "H", "H", "H", "C", "C", "H", "H", "H", "C"],
  "coordinates": [[0.743, -3.443, 0.796], [-0.950, -1.019, 2.677], [2.236, 0.266, -2.016], [0.401, -2.491, -1.043], [0.320, 3.299, -0.314], [-2.829, -1.019, -2.393], [-2.258, -4.457, -1.221], [-2.747, 0.016, -2.737], [2.246, -0.820, -1.881], [-0.685, -1.021, -0.369], [1.656, 3.325, 0.432], [0.303, 2.362, -0.864], [0.847, -1.307, -1.749], [-1.976, -1.111, 4.554], [-0.077, 4.443, -1.282], [-0.159, -1.594, 2.916], [-3.411, -1.060, -1.469], [-3.369, -1.585, -3.162], [-1.042, -2.651, -1.294], [-1.225, -0.441, 1.433], [-1.094, 1.077, -3.238], [-2.252, 0.457, 1.690], [1.283, -3.260, -0.138], [2.379, 2.822, -0.189], [1.727, 2.850, 1.376], [-1.945, -3.591, -0.618], [-2.718, 0.260, 2.977], [0.663, 1.112, -2.944], [0.159, 5.455, -0.927], [-1.423, -3.980, 0.260], [2.146, -2.616, 0.067], [2.824, -1.048, -0.984], [-1.174, 4.445, -1.398], [-0.270, -0.704, -2.389], [-2.592, 1.203, 0.970], [-2.859, -3.043, -0.377], [-0.512, 3.224, 0.391], [1.656, -4.220, -0.519], [0.313, 4.338, -2.312], [2.764, -1.258, -2.746], [-1.872, -0.653, 3.580], [-0.174, 0.487, -3.281], [0.016, 0.205, -4.331], [-3.602, 0.671, 3.413], [1.996, 4.343, 0.607], [-1.460, -1.476, -2.080]],
  "forces_ev_per_a": [[0.25, -0.28, 0.06], [-1.42, 0.32, -0.57], [0.22, -0.21, 0.03], [0.18, -0.90, -1.95], [-0.67, 0.17, 0.40], [-0.30, 0.29, 0.02], [0.26, 0.28, -0.07], [-0.40, -0.16, 0.09], [0.07, 0.43, 0.41], [-0.66, 4.16, 6.24], [0.17, 1.07, -1.27], [-0.22, -0.41, -0.35], [0.50, -0.97, -1.16], [0.45, 0.14, 0.03], [-0.19, 0.00, -0.35], [0.21, -0.17, -0.65], [-0.37, 0.10, -0.17], [0.30, -0.12, 0.17], [0.74, -0.13, -1.79], [0.14, 1.35, 1.27], [0.25, 0.01, -0.18], [0.78, -1.42, 0.01], [0.16, 0.17, 0.49], [0.63, 0.09, -0.27], [-0.59, -0.68, 1.01], [-0.26, -0.43, 0.12], [-0.01, 0.11, 0.01], [-0.33, -0.01, -0.29], [0.22, -0.41, 0.08], [-0.47, -0.07, 0.12], [-0.05, -0.45, 0.21], [0.11, 0.06, -0.18], [0.33, -0.10, 0.05], [0.08, -0.52, -1.40], [0.12, -0.61, -0.04], [-0.09, -0.33, 0.37], [0.06, 0.01, 0.25], [-0.29, 0.23, -0.11], [0.16, 0.02, 0.59], [-0.28, -0.05, 0.17], [-0.21, -0.02, -0.70], [-0.04, 0.39, 0.41], [-0.11, -0.10, 0.40], [-0.11, 0.40, 0.20], [0.06, 0.09, -0.13], [0.62, -1.33, -1.57]],
  "s_squared": 6.01,
  "max_force_ha_per_bohr": 0.14637,
  "charge": 2,
  "spin_multiplicity": 5,
  "homo_lumo_gap_ha": [0.37719, 0.25073],
  "energy_ev": -57617.89039
}